DFT (wB97M-V/def2-TZVPD) results for C39H68Cl3GeN2O3S5SbSi3Ti as an isolated structure.

Summary:
ΔE to the lowest compared entry with this formula, charge and spin	0.000	eV
DFT total energy	-252221.9203	eV
charge	0

```
126
Properties=species:S:1:pos:R:3:forces:R:3:mulliken_charge:R:1
Ti -0.149 -1.024 0.322 0.1554 -0.2046 -0.3508 -0.77
S 4.388 -3.767 -4.618 0.0123 0.0041 0.0024 -0.18
C 3.591 -3.045 -3.376 -0.0448 -0.0173 -0.0168 0.06
S 3.215 -3.838 -1.886 0.0026 -0.0019 -0.0069 -0.10
C 2.335 -2.528 -1.139 0.0100 -0.0172 -0.0036 0.44
C 2.235 -1.398 -1.858 0.0015 0.0233 0.0033 -0.78
S 1.402 0.035 -1.302 0.0260 -0.0163 0.0700 0.17
S 2.991 -1.422 -3.431 0.0092 0.0065 -0.0004 -0.05
S 1.608 -2.745 0.442 -0.1566 0.1257 -0.0085 -0.74
Cl -7.128 2.068 1.101 0.0002 -0.0003 -0.0002 -0.23
C -5.537 1.420 0.864 0.0142 0.0046 -0.0029 0.30
C -4.434 2.193 1.182 -0.0142 -0.0040 -0.0030 -0.99
C -3.174 1.659 0.995 -0.0030 0.0183 0.0272 0.61
Cl -1.784 2.593 1.428 0.0125 0.0362 -0.0188 0.19
C -2.973 0.370 0.486 0.0410 0.0661 0.1370 -1.65
O -1.741 -0.099 0.339 -0.0435 -0.1679 -0.1566 1.17
C -4.116 -0.376 0.185 -0.0459 -0.0024 -0.0244 0.92
Cl -3.956 -1.994 -0.403 -0.0080 0.0037 0.0295 -0.14
C -5.390 0.138 0.371 0.0057 -0.0050 -0.0014 -0.84
H -4.549 3.190 1.582 -0.0013 -0.0008 -0.0018 0.50
H -6.253 -0.468 0.134 -0.0012 0.0025 0.0004 0.50
C -3.474 1.447 4.834 -0.0039 -0.0013 -0.0004 -1.33
C -3.660 0.072 4.205 0.0043 -0.0028 0.0080 -0.46
C -2.346 -0.545 3.735 0.0021 -0.0062 0.0150 0.81
C -2.525 -1.927 3.114 0.0155 0.0075 -0.0070 -1.36
Ge -0.895 -2.645 2.252 0.0065 -0.0020 0.1349 1.48
C 0.507 -2.887 3.631 0.0008 -0.0139 -0.0106 -0.29
C 0.123 -3.812 4.793 -0.0045 -0.0014 0.0029 -1.14
C -0.595 -3.103 5.937 -0.0170 -0.0015 0.0000 0.38
C -0.928 -4.044 7.087 -0.0026 0.0003 -0.0010 -1.51
H -4.426 1.883 5.140 0.0017 -0.0025 0.0014 0.42
H -3.002 2.136 4.129 0.0031 0.0037 -0.0069 0.12
H -2.834 1.388 5.718 0.0018 0.0018 -0.0035 0.38
H -4.341 0.144 3.350 -0.0044 -0.0040 -0.0064 0.14
H -4.140 -0.604 4.920 0.0014 0.0026 0.0037 0.48
H -1.654 -0.604 4.585 -0.0036 0.0035 -0.0192 0.59
H -1.875 0.133 3.016 0.0033 0.0046 -0.0117 -0.91
H -3.318 -1.900 2.363 0.0045 0.0049 -0.0219 0.60
H -2.851 -2.647 3.871 -0.0242 -0.0041 -0.0035 0.65
H -1.234 -4.061 1.721 -0.0051 0.0102 -0.0278 -0.12
H 0.796 -1.904 4.020 -0.0013 0.0072 -0.0007 0.04
H 1.383 -3.281 3.112 -0.0020 -0.0009 -0.0049 0.42
H 1.025 -4.284 5.199 0.0026 0.0091 0.0040 0.47
H -0.504 -4.635 4.433 0.0090 -0.0059 -0.0009 0.29
H -1.512 -2.637 5.569 0.0170 -0.0092 0.0054 -0.10
H 0.039 -2.286 6.299 -0.0003 -0.0009 0.0027 0.27
H -1.574 -4.857 6.750 -0.0015 0.0012 0.0005 0.33
H -1.441 -3.525 7.897 0.0021 0.0004 0.0013 0.40
H -0.022 -4.494 7.499 0.0002 -0.0020 -0.0007 0.35
C 1.294 1.481 3.568 -0.0017 0.0225 -0.0095 -1.01
C 1.552 0.571 2.420 0.0491 -0.0122 -0.0812 0.88
C 2.943 0.282 1.997 0.0118 0.0600 0.0194 -0.73
O 0.592 0.095 1.810 -0.0351 0.1553 0.3505 -0.02
H 1.847 1.141 4.445 -0.0022 -0.0096 -0.0010 0.46
H 0.229 1.551 3.777 0.0018 -0.0013 -0.0015 0.03
H 1.688 2.466 3.298 0.0002 0.0035 0.0082 0.22
H 3.664 0.533 2.771 -0.0021 0.0047 -0.0058 0.54
H 3.124 0.905 1.113 0.0035 -0.0222 -0.0301 -0.10
H 3.025 -0.758 1.675 -0.0010 0.0023 0.0007 0.13
C 1.779 7.349 -0.138 -0.0156 -0.0020 -0.0200 -1.11
Si 0.916 5.928 0.731 -0.0136 -0.0017 0.0208 0.78
C 1.457 5.953 2.532 0.0003 0.0107 -0.0052 -1.16
C -0.950 6.191 0.674 0.0088 -0.0187 0.0124 -1.00
Sb 1.471 3.600 -0.175 -0.0092 -0.0342 0.0058 -0.97
Si 0.196 3.738 -2.396 0.0158 0.0112 0.0017 0.54
C -0.037 5.517 -2.953 0.0001 0.0045 -0.0025 -1.02
C -1.481 2.932 -2.147 0.0007 -0.0004 -0.0216 -0.26
C 1.097 2.814 -3.757 0.0017 -0.0079 0.0153 -0.85
Si 3.812 4.075 -1.079 0.0106 -0.0062 0.0115 0.77
C 3.873 5.322 -2.481 0.0196 0.0003 -0.0024 -1.06
C 4.857 4.719 0.357 -0.0054 -0.0016 -0.0056 -1.23
C 4.511 2.447 -1.700 -0.0210 -0.0028 -0.0041 -0.83
H 1.518 8.289 0.357 -0.0049 -0.0011 -0.0038 0.44
H 1.483 7.426 -1.186 0.0075 0.0018 -0.0016 0.31
H 2.865 7.240 -0.096 -0.0011 -0.0004 0.0069 0.25
H 1.127 6.877 3.014 0.0142 0.0058 0.0007 0.39
H 2.544 5.897 2.625 -0.0011 -0.0124 -0.0011 0.31
H 1.024 5.116 3.085 -0.0092 -0.0023 -0.0061 0.21
H -1.179 7.251 0.539 -0.0026 -0.0002 0.0162 0.42
H -1.407 5.866 1.611 -0.0031 -0.0232 0.0015 0.32
H -1.434 5.637 -0.132 0.0035 0.0120 -0.0099 0.16
H -0.586 6.112 -2.221 0.0096 0.0029 -0.0105 0.28
H -0.599 5.536 -3.891 -0.0032 0.0024 0.0014 0.42
H 0.926 6.000 -3.130 0.0001 -0.0029 -0.0037 0.21
H -2.127 3.519 -1.491 0.0016 0.0045 0.0140 0.19
H -1.358 1.945 -1.694 -0.0013 -0.0157 0.0017 -0.60
H -1.989 2.814 -3.109 -0.0049 0.0017 0.0091 0.50
H 2.148 3.095 -3.837 -0.0068 0.0174 -0.0061 0.18
H 0.618 3.034 -4.715 -0.0076 -0.0089 0.0023 0.43
H 1.052 1.738 -3.584 0.0087 -0.0077 0.0022 0.08
H 3.517 6.303 -2.162 0.0002 -0.0068 -0.0031 0.24
H 3.271 5.005 -3.334 0.0045 -0.0002 0.0013 0.23
H 4.905 5.434 -2.826 0.0005 0.0023 0.0015 0.42
H 5.069 5.783 0.234 -0.0171 0.0043 0.0123 0.33
H 5.814 4.194 0.401 0.0105 0.0139 -0.0144 0.46
H 4.364 4.590 1.323 0.0052 -0.0258 -0.0007 0.27
H 4.052 2.160 -2.648 -0.0144 -0.0117 0.0125 0.19
H 4.334 1.628 -1.000 0.0153 0.0168 0.0159 0.10
H 5.589 2.535 -1.861 0.0004 0.0052 -0.0133 0.44
C 0.811 -5.340 -5.993 0.0014 0.0034 0.0043 -1.22
C 0.992 -5.305 -4.484 0.0090 0.0001 0.0119 -0.24
N -0.001 -6.102 -3.766 -0.0145 -0.0017 -0.0127 0.34
C 0.100 -7.558 -3.869 0.0012 -0.0028 0.0069 -0.83
C -1.024 -8.168 -4.694 -0.0008 0.0014 0.0020 -1.10
C -0.897 -5.614 -2.879 0.0217 -0.0005 0.0008 -0.01
O -1.584 -6.325 -2.162 -0.0081 0.0013 0.0030 -0.66
C -1.057 -4.120 -2.796 -0.0067 -0.0066 -0.0063 -0.40
C -1.550 -3.361 -3.844 -0.0039 -0.0008 0.0051 0.24
C -1.738 -2.000 -3.657 0.0061 0.0096 -0.0014 -1.56
C -1.389 -1.445 -2.444 0.0067 0.0020 -0.0066 -0.13
N -0.893 -2.171 -1.433 -0.0403 -0.0104 -0.0060 1.11
C -0.763 -3.488 -1.598 0.0191 0.0116 -0.0160 -0.72
H 1.571 -4.718 -6.467 0.0094 -0.0023 0.0023 0.37
H -0.174 -4.969 -6.281 0.0040 0.0062 -0.0031 0.23
H 0.916 -6.354 -6.383 -0.0056 -0.0014 0.0020 0.33
H 0.953 -4.280 -4.122 -0.0066 0.0062 0.0040 0.06
H 1.985 -5.680 -4.222 0.0049 0.0070 -0.0002 0.38
H 0.086 -7.973 -2.861 0.0044 -0.0020 -0.0008 0.43
H 1.072 -7.780 -4.312 -0.0015 -0.0006 -0.0023 0.43
H -1.986 -7.949 -4.233 -0.0007 -0.0004 -0.0009 0.30
H -0.908 -9.252 -4.744 0.0001 0.0002 0.0003 0.40
H -1.023 -7.776 -5.711 0.0007 0.0009 -0.0001 0.27
H -1.789 -3.828 -4.791 0.0041 -0.0001 -0.0015 0.54
H -2.134 -1.371 -4.441 -0.0010 -0.0008 0.0007 0.55
H -1.491 -0.382 -2.268 -0.0015 0.0059 0.0038 0.26
H -0.384 -4.050 -0.755 -0.0013 -0.0026 0.0035 0.64
```
Positions in Å, forces in eV/Å.